[1]
3 unconnected molecules or ions with the total composition C17H50BN7O6P3S, computed with ωB97M-V with the def2-TZVPD basis set.

XYZ file:
```
85
Properties=species:S:1:pos:R:3:forces:R:3
C 8.3114 0.0818 0.9493 -0.51 0.30 -0.45
C 7.1406 -0.5368 0.1595 -0.03 0.11 0.96
C 5.8299 0.0144 0.7238 0.36 0.16 -0.94
N 4.6906 -0.5269 -0.0121 0.06 -0.19 0.30
C 3.3964 0.0336 0.3793 -0.16 0.05 1.06
P 2.2425 -1.3940 0.8514 -1.11 0.66 -0.34
O 2.3360 -1.5124 2.4698 0.43 -0.70 -0.38
O 2.8658 -2.7984 0.3093 -0.05 0.00 0.46
S 0.3882 -1.1974 0.3756 -0.03 -0.17 -0.35
C 2.8029 1.1085 -0.5361 1.02 0.65 -0.37
O 1.8657 1.7879 0.2059 -0.45 -0.23 0.04
B 2.4599 1.8914 1.5608 -0.08 -0.16 0.99
O 3.4864 0.7400 1.5637 0.37 0.12 -0.01
H 8.5735 -0.5379 1.8016 0.22 -0.01 0.04
H 9.1691 0.2807 0.3112 0.25 -0.26 0.11
H 7.9849 1.0527 1.3234 0.11 0.08 0.15
H 7.1347 -1.6104 0.3468 0.06 -0.18 -0.52
H 7.2285 -0.3173 -0.9031 -0.03 -0.14 -0.12
H 5.7906 -0.2475 1.7764 -0.29 0.11 0.13
H 5.8655 1.1031 0.6235 -0.03 0.12 0.35
H 4.8475 -0.3803 -1.0013 -0.10 -0.01 -0.08
H 3.1069 -2.0431 2.7068 0.04 0.29 0.37
H 3.6143 -3.0544 0.8628 0.26 -0.02 -0.42
H 3.6735 1.7929 -0.6430 0.23 -0.23 -0.33
H 2.5257 0.8369 -1.5572 -0.58 -0.28 0.14
H 2.9860 2.9836 1.8156 0.32 -0.12 -0.42
H 1.6958 1.6638 2.5020 -0.34 0.04 -0.36
O 1.5847 3.5531 -3.8563 0.59 -2.67 -1.00
P 0.1587 3.3072 -4.1733 -2.67 4.30 1.43
N -0.1611 4.3289 -5.5320 -0.02 -0.03 0.46
C -0.9956 5.4968 -5.6653 -0.33 -0.08 -0.14
C 0.6935 4.1158 -6.6829 0.13 -0.34 0.00
N -0.6517 3.8457 -2.7397 -0.52 0.56 -0.55
C -1.1200 5.2134 -2.5828 0.08 0.06 -0.02
C 0.0743 3.4077 -1.5371 0.12 -0.23 -0.12
N -0.9602 2.0710 -4.4598 2.62 -2.08 0.02
C -0.4601 0.8473 -5.0777 0.09 0.02 -0.17
C -2.3230 2.3660 -4.7821 -0.34 0.37 -0.08
H -1.6320 5.4142 -6.5578 0.09 0.05 -0.06
H -0.4008 6.4167 -5.7579 0.01 -0.03 -0.01
H -1.6693 5.6280 -4.8295 0.04 -0.07 -0.05
H 0.2069 3.4840 -7.4400 0.01 0.10 -0.07
H 1.6282 3.6324 -6.3928 -0.02 0.01 0.05
H 0.9597 5.0658 -7.1546 -0.03 0.04 0.06
H -0.4130 5.9657 -2.9602 -0.06 0.05 0.06
H -1.2798 5.4177 -1.5240 0.10 -0.09 0.05
H -2.0917 5.3639 -3.0621 0.04 0.03 0.02
H 0.9183 4.0604 -1.3013 0.05 -0.05 -0.02
H 0.4686 2.4022 -1.6551 -0.03 -0.01 0.02
H -0.6027 3.3847 -0.6835 -0.09 0.01 -0.05
H -0.3615 0.9334 -6.1717 -0.08 -0.06 0.03
H -1.1247 0.0090 -4.8597 -0.05 0.06 0.03
H 0.5196 0.5917 -4.6714 -0.01 0.06 0.01
H -2.4704 2.5508 -5.8572 0.05 0.06 0.04
H -2.6953 3.2229 -4.2220 0.16 0.04 0.02
H -2.9417 1.5117 -4.4950 0.06 -0.04 -0.01
O -3.2886 -3.6948 5.9115 2.64 0.86 0.05
P -3.2432 -3.6026 4.4314 -4.55 -1.45 -1.87
N -4.3018 -2.3088 4.0234 -0.07 -0.52 0.20
C -5.5753 -2.2931 3.3474 0.03 0.09 -0.35
C -3.9702 -1.0283 4.6262 0.38 0.04 0.04
N -3.9094 -5.1623 3.9712 -0.60 0.47 -0.49
C -5.3308 -5.3552 3.7291 -0.03 0.01 0.08
C -3.4001 -6.2168 4.8366 0.27 0.02 0.10
N -2.1746 -3.5576 3.1509 2.49 0.21 2.21
C -0.8830 -2.8933 3.3712 0.05 0.18 0.22
C -2.6339 -3.4707 1.7914 -0.45 -0.01 -0.31
H -5.5792 -1.5263 2.5620 -0.03 0.07 0.08
H -6.4038 -2.0765 4.0376 0.04 0.01 0.01
H -5.7998 -3.2276 2.8519 0.08 0.06 0.00
H -3.4153 -0.3866 3.9311 -0.08 0.07 0.00
H -3.3591 -1.1613 5.5205 0.00 -0.05 -0.01
H -4.8750 -0.4973 4.9342 -0.05 -0.08 -0.01
H -5.9712 -4.8275 4.4494 -0.06 -0.07 -0.04
H -5.5704 -6.4180 3.7953 0.09 -0.03 0.08
H -5.6069 -5.0545 2.7165 -0.02 0.00 0.04
H -3.9333 -6.2723 5.7936 0.04 0.02 0.02
H -2.3446 -6.0600 5.0603 -0.01 0.02 -0.02
H -3.4862 -7.1793 4.3264 -0.06 0.02 -0.06
H -0.9516 -1.8043 3.2766 0.10 -0.03 -0.13
H -0.1429 -3.2442 2.6539 -0.09 0.03 -0.11
H -0.5035 -3.1234 4.3703 -0.12 -0.02 0.01
H -2.8192 -2.4354 1.4796 -0.01 -0.01 0.06
H -3.5366 -4.0607 1.6286 -0.02 0.01 0.18
H -1.8612 -3.8842 1.1410 0.07 0.08 0.04
```
Forces are in eV/Å.

highest occupied orbital energy: -4.31 eV
total charge: -1
calculated total energy: -80537.0968 eV
HOMO-LUMO gap: 6.78 eV

***

[2]
8 unconnected molecules or ions with the total composition C17H50O9, computed with ωB97M-V with the def2-TZVPD basis set.

XYZ file:
```
76
Properties=species:S:1:pos:R:3:forces:R:3
O 20.2622 14.2113 22.1256 0.24 0.68 0.72
H 19.4904 13.8211 21.7153 -0.10 -0.52 -0.43
H 21.0027 13.8377 21.6478 0.03 -0.16 -0.20
O 21.0741 11.9503 18.8687 0.00 0.79 -0.01
H 21.8793 11.6801 19.3102 0.35 -0.21 0.24
H 21.0521 11.4263 18.0680 0.11 -0.78 -0.36
C 15.5474 17.2366 17.7537 0.84 1.79 -0.30
C 16.4959 18.2973 18.4264 -0.93 0.23 -0.64
O 15.7946 19.5815 18.6701 0.51 -1.89 0.26
O 14.9648 17.7060 16.5606 0.15 0.91 -0.10
H 14.7491 17.0399 18.4693 0.14 -0.38 0.30
H 16.1416 16.3655 17.4778 0.11 -0.27 0.70
H 17.4184 18.6001 17.9310 -0.16 -0.55 -0.91
H 16.8705 17.7526 19.2930 -0.37 0.41 0.78
H 16.4537 20.1038 19.1332 -0.10 0.25 0.09
H 14.5311 16.9504 16.1574 -0.17 -0.37 -0.10
C 18.4051 8.2534 19.2726 -0.82 -0.35 -0.74
C 17.8935 7.3571 20.3915 3.98 0.38 0.71
C 19.1430 6.4957 20.8084 -0.79 -1.05 -0.14
O 17.7577 8.1778 21.5148 -1.09 0.48 1.19
H 19.1743 8.9419 19.6225 -0.16 -0.07 0.26
H 17.5439 8.8105 18.9038 0.17 0.32 -0.40
H 18.8594 7.6889 18.4584 -0.19 -0.03 -0.17
H 16.9869 6.7879 20.1859 0.09 -0.23 -0.19
H 19.2927 5.7037 20.0746 0.03 -0.23 0.05
H 19.0529 6.0591 21.8031 -0.65 -0.32 -0.01
H 20.1106 6.9847 20.9218 -0.36 0.89 -0.60
H 17.2361 8.9494 21.2820 -0.21 0.28 0.08
C 17.8899 14.6588 19.3439 -0.37 -0.95 -0.91
C 17.8475 13.0981 19.4721 -0.72 0.38 1.02
C 17.5659 12.2784 18.1862 0.49 0.91 0.70
O 18.9774 12.6279 20.1882 -1.34 0.27 0.13
H 16.8839 15.0737 19.4070 -0.24 -0.12 0.17
H 18.2173 14.9506 18.3461 0.72 0.31 0.15
H 18.4635 15.0527 20.1829 0.23 0.12 -0.40
H 17.0238 13.0196 20.1817 -0.25 -0.79 0.03
H 17.4995 11.1981 18.3157 0.12 0.08 0.47
H 18.4235 12.4650 17.5399 -0.22 0.01 -0.48
H 16.6259 12.6013 17.7388 0.07 0.19 -0.27
H 19.6653 12.3893 19.5626 0.90 -0.28 -0.24
C 20.2195 10.9529 15.5512 0.44 -0.77 -0.03
C 21.2402 9.7928 15.8774 -2.17 2.29 -1.62
C 22.6563 10.0054 15.4979 1.43 -0.08 -1.21
O 21.1804 9.7014 17.2247 -0.73 -0.19 2.54
H 20.3033 11.8170 16.2102 0.59 0.25 -0.39
H 19.2109 10.5976 15.7626 -0.07 -0.35 -0.07
H 20.2647 11.1786 14.4858 0.06 0.44 0.03
H 20.6959 8.9796 15.3972 0.82 -0.75 -0.23
H 22.8615 10.0026 14.4274 -0.26 -0.08 -0.30
H 23.2765 9.2089 15.9092 -0.05 -0.30 0.09
H 23.1334 10.9144 15.8641 -0.55 0.23 0.30
H 21.6978 8.9452 17.5109 0.42 -0.64 0.59
C 14.7707 15.7123 13.4390 0.24 -0.53 0.34
C 15.2038 14.8279 14.5846 0.73 -0.61 0.72
C 16.6834 14.9878 15.0223 -0.50 0.67 -0.42
O 14.3026 15.1191 15.6944 0.33 -0.31 -0.85
H 14.8415 16.7270 13.8310 -0.29 0.26 -0.69
H 13.7812 15.3824 13.1228 -0.30 0.55 0.34
H 15.3717 15.5204 12.5502 0.44 0.38 0.18
H 15.0947 13.7994 14.2405 -0.34 -0.32 0.35
H 17.0155 14.4966 15.9369 -0.55 -0.46 0.02
H 16.8753 16.0444 15.2091 0.14 0.19 -0.26
H 17.3232 14.6183 14.2209 0.10 0.15 -0.04
H 14.4970 14.4787 16.3827 -0.02 -0.09 0.22
C 13.7375 11.6474 20.0672 -0.22 0.15 -1.17
C 14.1181 10.2294 20.4793 -0.75 1.10 -0.51
C 14.8175 9.4667 19.3752 -0.18 0.17 0.19
O 14.9822 10.3841 21.5505 1.40 -0.83 1.33
H 13.2072 12.2110 20.8348 -0.45 -0.34 -0.02
H 13.2046 11.5867 19.1183 -0.68 0.25 0.11
H 14.5719 12.3042 19.8212 0.62 -0.46 0.17
H 13.2032 9.6974 20.7398 -0.14 -0.17 0.33
H 15.5300 10.1704 18.9447 0.26 -0.47 -0.28
H 14.1044 9.1108 18.6317 -0.02 0.35 -0.19
H 15.2801 8.5592 19.7633 0.28 0.20 0.10
H 14.5213 10.5850 22.3684 -0.12 0.03 -0.10
```
Forces are in eV/Å.

highest occupied orbital energy (alpha / beta): 0.52 / -7.42 eV
total charge: -1
2S+1: 2
calculated total energy: -36864.5124 eV
expectation value of S²: 0.750
HOMO-LUMO gap (alpha / beta): 1.72 / 9.56 eV